ORCA calculation (ωB97M-V/def2-TZVPD) on a structure of composition C24H34F6O2S6SbTc.

Structure (XYZ):
```
74
Properties=species:S:1:pos:R:3:forces:R:3
Tc 14.159 8.167 10.181 -1.56 -2.93 -1.10
C 17.059 8.878 11.723 -0.65 0.47 -1.27
C 17.242 7.398 11.307 0.02 0.90 -1.21
S 15.771 6.515 10.666 0.75 0.55 0.30
C 15.218 5.423 12.022 -0.81 -1.28 0.40
C 14.219 6.131 12.919 1.73 0.76 0.86
S 12.976 6.905 11.867 -0.09 -0.32 -0.25
C 11.993 8.000 12.954 -0.67 -1.12 0.58
C 11.936 9.421 12.504 -0.89 1.06 -0.06
S 12.499 9.690 10.755 0.90 0.79 0.79
C 13.571 11.191 10.878 -0.42 0.10 0.34
C 14.854 10.997 11.718 0.81 0.17 0.02
S 15.231 9.212 11.996 0.57 0.08 0.27
H 17.382 9.644 10.991 -0.19 -0.81 -0.13
H 17.648 9.081 12.591 -0.09 0.09 1.02
H 17.638 6.803 12.081 0.31 -0.68 1.21
H 17.976 7.319 10.492 -0.26 0.23 0.00
H 16.007 4.895 12.631 -0.27 1.03 -0.84
H 14.677 4.612 11.547 0.15 -0.26 -0.63
H 14.866 6.896 13.396 -1.06 0.00 0.30
H 13.796 5.460 13.694 -0.06 0.36 -0.59
H 12.322 7.966 14.018 0.02 -0.29 -0.82
H 10.982 7.553 12.900 0.53 0.09 0.13
H 12.499 10.059 13.175 0.48 0.27 -0.25
H 10.882 9.774 12.618 0.69 -0.08 -0.57
H 12.877 11.960 11.262 0.63 -0.02 -0.10
H 13.832 11.405 9.839 -0.12 0.09 0.05
H 14.823 11.435 12.725 -0.15 -0.01 -0.35
H 15.757 11.379 11.187 -0.85 0.07 0.17
O 17.585 6.543 7.436 -0.90 0.78 1.72
S 18.148 5.675 6.425 0.39 0.13 -1.84
C 16.829 5.477 5.069 -0.17 -2.39 -1.03
C 15.605 6.362 5.236 -0.05 1.45 -0.45
C 14.449 5.550 5.754 -0.31 -2.00 -0.66
C 13.172 6.285 6.045 -0.74 -0.21 -0.46
S 13.307 7.661 7.228 -1.35 0.39 -1.38
O 13.264 6.900 8.615 1.31 1.68 1.74
C 11.608 8.315 6.987 1.21 -0.31 1.30
C 11.421 9.447 6.232 1.22 0.97 -1.15
C 10.120 9.811 5.896 -0.11 -0.85 0.23
C 9.043 8.996 6.319 1.83 0.93 -0.37
C 9.283 7.978 7.226 0.37 0.98 -0.66
C 10.567 7.665 7.615 -0.55 -0.45 -0.24
C 19.390 6.627 5.595 -0.97 0.88 -0.40
C 20.345 5.901 4.852 1.02 -0.45 -0.69
C 21.530 6.546 4.450 -0.78 -2.05 -0.69
C 21.610 7.908 4.435 1.11 0.38 0.30
C 20.550 8.643 4.997 -1.32 1.93 0.21
C 19.480 8.035 5.629 0.05 0.19 0.88
H 16.444 4.389 5.180 1.12 1.54 -0.08
H 17.334 5.518 4.071 -0.35 0.17 0.95
H 15.282 6.817 4.260 0.68 -0.37 0.69
H 15.823 7.212 5.910 -0.06 -0.45 -0.37
H 14.736 4.958 6.607 0.30 -0.03 0.76
H 14.211 4.704 5.011 0.04 1.37 0.76
H 12.400 5.636 6.507 0.34 0.28 -0.30
H 12.752 6.689 5.098 0.10 0.21 0.74
H 12.310 10.005 5.814 -1.16 -0.58 0.53
H 10.016 10.669 5.255 -0.41 0.11 -0.14
H 8.079 9.154 5.912 -0.89 0.27 -0.08
H 8.448 7.453 7.570 -0.97 -0.94 0.72
H 10.675 6.875 8.324 0.45 -0.54 0.26
H 20.119 4.863 4.528 0.52 0.60 0.60
H 22.272 5.890 4.018 0.28 0.30 -0.15
H 22.509 8.433 4.071 -0.60 -0.37 0.04
H 20.528 9.767 4.908 0.22 -1.39 0.17
H 18.763 8.674 6.172 0.28 -0.72 -0.40
F 15.224 9.508 8.910 -1.02 -1.44 1.05
Sb 16.351 10.588 7.657 -0.45 2.21 -2.50
F 16.350 9.097 6.438 0.30 0.88 1.06
F 14.590 10.962 6.901 1.45 -0.24 0.92
F 17.330 11.741 6.499 -0.70 -1.25 1.14
F 16.100 11.930 9.013 0.01 -0.89 -0.64
F 17.746 9.863 8.705 -0.23 -0.01 -0.36
```
Positions in Å, forces in eV/Å.

multiplicity: 3
strongest force on any atom: 0.0680 hartree/bohr
relative energy (zero: lowest compared OMol25 entry of this formula, charge and spin): 0.0 kJ/mol
highest occupied orbital energy (alpha / beta): -18.81 / -18.87 eV
energy: -119546.1062 eV
gap between HOMO and LUMO (alpha / beta): 3.572 / 4.349 eV
net charge: +4
⟨S²⟩: 2.10